{
  "formula": "C4H7Cl",
  "method": "the ωB97M-V functional and the def2-TZVPD basis",
  "e_lumo_ha": 0.035,
  "smiles": "C=C(Cl)CC",
  "energy_ha": -616.7466,
  "de_lowest_ev": 0.841,
  "species": ["C", "C", "C", "C", "H", "H", "H", "H", "H", "H", "H", "Cl"],
  "coordinates": [[0.15, 0.99, -1.92], [1.01, 0.53, -0.66], [0.41, -0.18, 0.47], [1.07, -0.22, 1.67], [-0.68, 0.31, -2.06], [-0.37, 1.86, -1.71], [0.68, 1.04, -2.83], [1.40, 1.46, -0.32], [1.69, -0.16, -0.97], [2.07, 0.09, 1.72], [0.57, -0.87, 2.42], [-1.25, -0.62, 0.38]]
}

---

{
  "formula": "C2H10O2S",
  "method": "the ωB97M-V functional and the def2-TZVPD basis",
  "e_lumo_ha": 0.026,
  "smiles": "CSC.O.O",
  "energy_ha": -630.8318,
  "de_lowest_ev": 0.687,
  "species": ["C", "S", "C", "H", "H", "H", "H", "H", "H", "H", "H", "O", "H", "H", "O"],
  "coordinates": [[0.71, 0.05, -0.11], [-0.02, -0.53, 1.38], [0.73, -2.14, 1.67], [1.04, -0.83, -0.68], [1.61, 0.62, 0.07], [0.09, 0.57, -0.85], [1.48, -2.06, 2.45], [0.03, -2.87, 2.11], [1.15, -2.54, 0.74], [-1.02, 3.09, 0.98], [-1.40, 2.76, -0.48], [-1.08, 2.37, 0.36], [-1.60, 0.01, -2.16], [-0.46, 0.68, -2.98], [-1.26, 0.83, -2.50]]
}

---

{
  "formula": "C38H30IKN8S3",
  "method": "the ωB97M-V functional and the def2-TZVPD basis",
  "e_lumo_ha": 0.121,
  "total_charge": -2,
  "energy_ha": -3996.2868,
  "de_lowest_ev": 0.857,
  "species": ["K", "C", "C", "C", "C", "C", "C", "N", "C", "C", "C", "C", "C", "C", "N", "N", "C", "C", "C", "C", "C", "N", "H", "H", "H", "H", "H", "H", "H", "H", "H", "H", "H", "H", "H", "N", "C", "H", "S", "C", "S", "C", "N", "N", "C", "C", "C", "C", "C", "C", "S", "H", "H", "H", "H", "H", "C", "C", "C", "C", "C", "C", "C", "H", "H", "H", "H", "H", "H", "H", "I", "C", "C", "C", "C", "N", "C", "H", "H", "H", "H"],
  "coordinates": [[-0.39, 0.05, 0.96], [-2.22, -4.09, 4.39], [-2.68, -2.80, 4.62], [-1.87, -1.71, 4.33], [-0.58, -1.87, 3.81], [-0.14, -3.18, 3.57], [-0.95, -4.27, 3.86], [0.15, -0.73, 3.45], [1.40, -0.56, 3.77], [2.12, -1.35, 4.76], [3.38, -1.04, 5.13], [4.09, 0.07, 4.56], [3.47, 0.84, 3.63], [2.14, 0.56, 3.20], [1.51, 1.28, 2.23], [2.06, 2.35, 1.84], [1.50, 2.91, 0.67], [1.73, 4.27, 0.44], [1.31, 4.83, -0.75], [0.67, 4.04, -1.69], [0.48, 2.70, -1.39], [0.87, 2.15, -0.24], [-2.85, -4.95, 4.60], [-3.67, -2.64, 5.02], [-2.23, -0.70, 4.48], [0.83, -3.34, 3.11], [-0.58, -5.26, 3.62], [1.60, -2.19, 5.22], [3.87, -1.65, 5.88], [5.11, 0.27, 4.85], [3.98, 1.68, 3.17], [2.24, 4.84, 1.21], [1.48, 5.88, -0.94], [0.34, 4.43, -2.64], [-0.04, 2.05, -2.09], [-3.05, -2.41, 0.77], [-3.00, -1.37, 1.29], [-2.90, -3.32, 0.37], [-1.39, 1.44, -8.73], [-1.44, 1.21, -7.06], [-2.54, 0.13, -6.31], [-1.90, 0.46, -4.71], [-0.91, 1.32, -4.76], [-0.67, 1.72, -6.09], [0.40, 2.65, -6.23], [0.42, 3.60, -7.25], [1.48, 4.49, -7.34], [2.53, 4.45, -6.44], [2.51, 3.49, -5.42], [1.45, 2.60, -5.32], [-2.56, -0.30, -3.33], [-0.40, 3.64, -7.96], [1.47, 5.23, -8.13], [3.35, 5.14, -6.52], [3.31, 3.44, -4.70], [1.43, 1.86, -4.53], [0.51, -2.98, 0.04], [0.88, -4.23, 0.51], [-0.07, -5.29, 0.74], [0.29, -6.53, 1.22], [1.62, -6.86, 1.53], [2.57, -5.85, 1.32], [2.23, -4.60, 0.84], [-0.52, -2.76, -0.21], [1.27, -2.23, -0.21], [-1.12, -5.09, 0.53], [-0.49, -7.28, 1.36], [1.89, -7.83, 1.90], [3.61, -6.05, 1.56], [3.01, -3.85, 0.71], [-5.88, 2.62, -1.94], [-4.47, 2.60, -0.41], [-4.77, 3.13, 0.83], [-3.79, 3.09, 1.81], [-2.56, 2.52, 1.50], [-2.29, 1.99, 0.31], [-3.22, 2.03, -0.64], [-5.74, 3.57, 1.03], [-3.97, 3.50, 2.79], [-1.77, 2.48, 2.24], [-2.98, 1.57, -1.60]]
}

---

{
  "formula": "C46H43Br2IrN2O2P2S",
  "method": "the ωB97M-V functional and the def2-TZVPD basis",
  "s_squared": 6.04,
  "e_lumo_ha": [-0.185, -0.352],
  "total_charge": 2,
  "energy_ha": -8371.2496,
  "de_lowest_ev": 0.000,
  "multiplicity": 5,
  "species": ["Ir", "Br", "C", "C", "C", "N", "C", "C", "C", "C", "C", "Br", "C", "C", "N", "H", "H", "H", "H", "H", "H", "C", "C", "P", "C", "C", "C", "C", "C", "C", "C", "C", "C", "C", "C", "C", "P", "C", "C", "C", "C", "C", "C", "C", "C", "C", "C", "C", "C", "H", "H", "H", "H", "H", "H", "H", "H", "H", "H", "H", "H", "H", "H", "H", "H", "H", "H", "H", "H", "H", "H", "H", "H", "C", "C", "C", "C", "C", "C", "C", "S", "C", "O", "H", "H", "H", "H", "H", "H", "H", "H", "H", "H", "C", "C", "O", "H", "H", "H"],
  "coordinates": [[-0.88, 0.03, 0.37], [-4.61, 5.11, 2.81], [-3.63, 3.68, 2.15], [-2.86, 2.93, 3.08], [-1.87, 2.05, 2.63], [-1.74, 1.74, 1.30], [-2.55, 2.38, 0.42], [-3.50, 3.30, 0.81], [-2.37, 2.02, -0.99], [-3.20, 2.44, -2.06], [-2.74, 2.35, -3.36], [-3.64, 3.05, -4.82], [-1.44, 1.83, -3.57], [-0.80, 1.20, -2.52], [-1.29, 1.23, -1.22], [-3.00, 3.08, 4.16], [-1.12, 1.69, 3.32], [-4.02, 3.86, 0.06], [-4.12, 2.93, -1.87], [-0.98, 1.91, -4.56], [0.18, 0.77, -2.67], [-1.57, -1.13, 3.60], [-0.08, -1.25, 3.55], [0.74, -0.58, 1.99], [1.65, 0.98, 2.23], [2.26, 1.51, 1.07], [3.26, 2.49, 1.11], [3.57, 3.03, 2.34], [2.87, 2.65, 3.49], [1.89, 1.63, 3.45], [2.19, -1.71, 2.05], [2.65, -2.16, 3.28], [3.63, -3.14, 3.35], [4.30, -3.48, 2.16], [4.02, -2.86, 0.97], [2.94, -1.97, 0.92], [-2.25, -1.33, 1.88], [-2.39, -3.10, 1.65], [-3.54, -3.75, 1.98], [-3.59, -5.17, 2.10], [-2.48, -5.90, 1.78], [-1.36, -5.23, 1.22], [-1.30, -3.87, 1.18], [-3.89, -0.63, 2.03], [-4.58, -0.44, 0.83], [-5.78, 0.28, 0.85], [-6.36, 0.59, 2.09], [-5.71, 0.26, 3.26], [-4.46, -0.32, 3.26], [-1.87, -0.14, 4.01], [-2.08, -1.84, 4.28], [0.27, -2.29, 3.62], [0.38, -0.71, 4.37], [1.90, 1.16, 0.12], [3.70, 2.87, 0.20], [4.30, 3.90, 2.37], [2.96, 3.19, 4.44], [1.38, 1.26, 4.37], [2.24, -1.77, 4.19], [3.82, -3.67, 4.30], [5.14, -4.15, 2.25], [4.51, -3.09, 0.06], [2.69, -1.44, 0.00], [-4.41, -3.16, 2.26], [-4.49, -5.69, 2.40], [-2.39, -6.97, 1.96], [-0.52, -5.81, 0.84], [-0.40, -3.42, 0.75], [-4.14, -0.78, -0.13], [-6.24, 0.59, -0.09], [-7.28, 1.16, 2.11], [-6.04, 0.62, 4.22], [-4.02, -0.61, 4.22], [4.23, -1.00, -7.28], [4.02, 0.07, -6.23], [4.78, 0.07, -5.07], [4.52, 0.97, -4.10], [3.56, 1.95, -4.30], [2.85, 2.08, -5.49], [3.03, 1.05, -6.40], [3.27, 3.02, -2.90], [4.94, 3.81, -2.82], [2.32, 4.13, -3.28], [4.50, -1.94, -6.79], [5.08, -0.73, -7.95], [3.34, -1.18, -7.92], [5.57, -0.64, -4.95], [5.07, 0.96, -3.18], [2.17, 2.91, -5.63], [2.36, 0.91, -7.23], [5.02, 4.50, -3.68], [5.59, 2.97, -2.90], [4.91, 4.33, -1.88], [-1.59, -2.28, -1.81], [-0.49, -1.35, -1.11], [0.67, -1.49, -1.38], [-2.59, -2.16, -1.37], [-1.26, -3.31, -1.79], [-1.71, -1.89, -2.81]]
}

---

{
  "formula": "C6H18CaN8O10",
  "method": "the ωB97M-V functional and the def2-TZVPD basis",
  "s_squared": 0.76,
  "e_lumo_ha": [-0.100, -0.288],
  "total_charge": 1,
  "energy_ha": -2107.5339,
  "multiplicity": 2,
  "species": ["Ca", "O", "C", "O", "O", "H", "O", "C", "O", "O", "H", "C", "O", "N", "N", "H", "H", "H", "H", "C", "O", "N", "N", "H", "H", "H", "H", "C", "O", "N", "N", "H", "H", "H", "H", "C", "O", "N", "N", "H", "H", "H", "H"],
  "coordinates": [[-0.59, 0.10, -0.73], [-1.40, 0.56, -4.81], [-1.12, 0.46, -3.52], [-0.55, -0.55, -3.12], [-1.26, 1.41, -2.77], [-1.08, -0.32, -4.99], [-2.37, -2.74, 1.34], [-3.01, -1.91, 0.58], [-4.18, -2.18, 0.49], [-2.43, -0.93, 0.10], [-3.05, -3.39, 1.56], [2.04, 1.73, -1.98], [1.50, 0.94, -1.22], [3.31, 1.82, -2.04], [1.52, 2.44, -2.97], [3.87, 1.37, -1.33], [3.79, 2.42, -2.70], [2.10, 3.12, -3.46], [0.56, 2.38, -3.28], [0.92, -2.93, -0.07], [0.68, -1.86, -0.67], [0.17, -3.41, 0.89], [1.79, -3.72, -0.60], [0.51, -4.19, 1.44], [-0.65, -2.92, 1.20], [1.99, -4.43, 0.09], [2.40, -3.38, -1.33], [-1.66, 2.73, 1.04], [-1.04, 2.26, 0.10], [-1.80, 4.00, 1.21], [-1.94, 2.10, 2.09], [-2.19, 4.32, 2.09], [-1.58, 4.71, 0.52], [-1.67, 1.14, 2.20], [-2.25, 2.67, 2.86], [0.78, -0.27, 2.35], [0.05, 0.18, 1.41], [0.31, -0.88, 3.40], [2.09, -0.35, 2.30], [-0.66, -1.16, 3.49], [0.86, -0.89, 4.24], [2.74, -0.67, 3.00], [2.49, 0.24, 1.58]]
}

---

{
  "formula": "C13H27CdN5S3Si2Te",
  "method": "the ωB97M-V functional and the def2-TZVPD basis",
  "e_lumo_ha": -0.012,
  "energy_ha": -2994.7076,
  "de_lowest_ev": 0.000,
  "species": ["Cd", "N", "N", "C", "N", "S", "H", "H", "H", "H", "H", "S", "C", "C", "N", "C", "S", "C", "N", "C", "Si", "C", "C", "C", "Te", "C", "Si", "C", "C", "C", "H", "H", "H", "H", "H", "H", "H", "H", "H", "H", "H", "H", "H", "H", "H", "H", "H", "H", "H", "H", "H", "H"],
  "coordinates": [[0.69, 0.52, 2.05], [0.20, 0.23, 4.72], [-0.17, -1.05, 5.10], [0.04, -2.09, 4.27], [-0.32, -3.29, 4.75], [0.72, -2.00, 2.72], [0.98, 0.59, 5.27], [-0.58, 0.87, 4.66], [-0.60, -1.21, 6.00], [-0.73, -3.41, 5.66], [-0.20, -4.10, 4.16], [-1.33, 1.99, 2.34], [-0.36, 3.42, 2.68], [-1.15, 4.64, 2.68], [-1.80, 5.58, 2.67], [0.97, 3.51, 2.92], [2.18, 2.23, 2.99], [1.53, 4.82, 3.17], [2.00, 5.85, 3.36], [1.07, 3.52, -1.74], [0.88, 2.22, -3.06], [2.00, 2.54, -4.51], [-0.89, 2.13, -3.64], [1.38, 0.57, -2.30], [0.04, -0.08, -0.78], [0.51, -2.18, -0.86], [-0.98, -3.25, -1.29], [-2.34, -2.94, -0.06], [-0.47, -5.04, -1.21], [-1.53, -2.81, -3.01], [0.77, 4.50, -2.11], [2.10, 3.59, -1.40], [0.45, 3.30, -0.87], [1.75, 3.49, -4.98], [1.90, 1.76, -5.26], [3.05, 2.59, -4.21], [-1.13, 3.03, -4.21], [-1.60, 2.05, -2.82], [-1.04, 1.27, -4.30], [2.38, 0.63, -1.86], [1.38, -0.24, -3.04], [0.95, -2.46, 0.09], [1.28, -2.26, -1.62], [-2.07, -3.34, 0.92], [-3.27, -3.43, -0.38], [-2.57, -1.88, 0.06], [-0.11, -5.29, -0.21], [0.34, -5.25, -1.92], [-1.30, -5.69, -1.45], [-1.85, -1.76, -3.08], [-2.38, -3.42, -3.32], [-0.73, -2.96, -3.74]]
}

---

{
  "formula": "C4H3ClO2",
  "method": "the ωB97M-V functional and the def2-TZVPD basis",
  "e_lumo_ha": 0.025,
  "smiles": "Oc1ccoc1Cl",
  "energy_ha": -764.8597,
  "de_lowest_ev": 0.522,
  "species": ["C", "C", "C", "C", "H", "H", "H", "O", "O", "Cl"],
  "coordinates": [[0.84, -0.45, 0.03], [1.69, 0.38, -0.76], [0.93, 1.43, -1.17], [-0.36, 0.16, 0.06], [0.45, -2.00, 1.06], [2.72, 0.18, -1.00], [1.15, 2.33, -1.75], [1.21, -1.64, 0.60], [-0.34, 1.30, -0.68], [-1.76, -0.40, 0.79]]
}

---

{
  "formula": "C13H19NZr",
  "method": "the ωB97M-V functional and the def2-TZVPD basis",
  "e_lumo_ha": [-0.072, -0.072],
  "energy_ha": -608.3112,
  "de_lowest_ev": 1.217,
  "species": ["C", "C", "C", "C", "C", "Zr", "N", "C", "C", "H", "H", "H", "H", "H", "H", "H", "H", "H", "H", "C", "C", "C", "C", "C", "C", "H", "H", "H", "H", "H", "H", "H", "H", "H"],
  "coordinates": [[-0.51, 0.89, -3.82], [0.90, 0.98, -3.55], [1.08, 1.84, -2.41], [-0.22, 2.26, -1.97], [-1.20, 1.66, -2.83], [-0.28, -0.38, -1.64], [-2.50, -0.64, -1.80], [0.18, -2.26, -2.44], [1.48, -1.87, -2.52], [2.03, 2.22, -2.04], [1.70, 0.60, -4.18], [-0.42, 2.95, -1.14], [-2.28, 1.80, -2.76], [-0.97, 0.39, -4.68], [1.85, -1.77, -3.58], [-0.25, -2.75, -1.51], [-2.98, -1.54, -2.07], [2.10, -2.35, -1.72], [-0.47, -2.28, -3.37], [-1.22, 0.76, 3.59], [0.06, 0.04, 3.13], [1.28, 0.75, 3.73], [0.03, -1.42, 3.58], [0.14, 0.04, 1.68], [0.24, -0.14, 0.46], [-1.29, 0.75, 4.68], [-2.10, 0.25, 3.18], [-1.21, 1.80, 3.25], [1.23, 0.72, 4.83], [2.20, 0.26, 3.41], [1.30, 1.80, 3.42], [-0.85, -1.92, 3.16], [0.93, -1.94, 3.23], [-0.01, -1.50, 4.68]]
}

---

{
  "formula": "C43H35GeNO2P2S2V",
  "method": "the ωB97M-V functional and the def2-TZVPD basis",
  "s_squared": 1.10,
  "e_lumo_ha": [-0.266, -0.231],
  "total_charge": 2,
  "energy_ha": -6364.3196,
  "de_lowest_ev": 0.000,
  "multiplicity": 2,
  "species": ["V", "S", "P", "C", "P", "S", "C", "C", "C", "C", "C", "C", "C", "C", "C", "C", "C", "C", "C", "C", "C", "C", "C", "C", "C", "C", "C", "C", "C", "C", "H", "H", "H", "H", "H", "H", "H", "H", "H", "H", "H", "H", "H", "H", "H", "H", "H", "H", "H", "H", "C", "C", "C", "C", "C", "C", "Ge", "C", "C", "C", "C", "C", "C", "C", "C", "C", "C", "C", "C", "H", "H", "H", "H", "H", "H", "H", "H", "H", "H", "H", "H", "H", "H", "H", "O", "N", "O"],
  "coordinates": [[0.23, 0.43, -0.41], [2.44, 0.93, 0.03], [1.61, 1.03, 1.91], [0.08, 0.31, 1.46], [-0.54, -1.33, 1.62], [-0.59, -1.77, -0.36], [-2.14, -1.32, 2.41], [-2.74, -2.54, 2.73], [-3.99, -2.55, 3.31], [-4.64, -1.35, 3.57], [-4.05, -0.14, 3.26], [-2.79, -0.12, 2.67], [0.51, -2.49, 2.50], [1.29, -3.41, 1.80], [2.07, -4.32, 2.51], [2.06, -4.29, 3.90], [1.29, -3.37, 4.59], [0.50, -2.47, 3.89], [2.62, 0.13, 3.08], [3.53, -0.84, 2.68], [4.29, -1.49, 3.64], [4.13, -1.18, 4.98], [3.22, -0.21, 5.38], [2.46, 0.45, 4.43], [1.41, 2.70, 2.47], [2.55, 3.42, 2.84], [2.41, 4.74, 3.24], [1.15, 5.33, 3.28], [0.02, 4.61, 2.91], [0.15, 3.29, 2.50], [-2.23, -3.48, 2.54], [-4.46, -3.49, 3.56], [-5.62, -1.36, 4.03], [-4.56, 0.79, 3.47], [-2.32, 0.82, 2.41], [1.28, -3.43, 0.72], [2.66, -5.04, 1.98], [2.66, -5.01, 4.45], [1.29, -3.36, 5.67], [-0.12, -1.77, 4.43], [3.66, -1.08, 1.63], [5.01, -2.24, 3.34], [4.73, -1.68, 5.73], [3.10, 0.04, 6.43], [1.76, 1.22, 4.74], [3.53, 2.96, 2.82], [3.28, 5.31, 3.54], [1.05, 6.36, 3.60], [-0.95, 5.07, 2.94], [-0.72, 2.73, 2.20], [-2.40, 4.28, -6.15], [-3.01, 3.05, -6.35], [-2.55, 1.93, -5.67], [-1.48, 2.04, -4.78], [-0.87, 3.29, -4.58], [-1.33, 4.40, -5.27], [-0.91, 0.43, -3.94], [-2.04, -1.10, -4.11], [-1.56, -2.29, -4.68], [-2.41, -3.38, -4.83], [-3.73, -3.28, -4.41], [-4.21, -2.11, -3.85], [-3.37, -1.01, -3.71], [0.95, 0.09, -3.57], [1.38, -1.16, -3.12], [2.72, -1.40, -2.87], [3.66, -0.40, -3.08], [3.25, 0.85, -3.54], [1.91, 1.09, -3.79], [-2.75, 5.15, -6.68], [-3.83, 2.96, -7.04], [-3.03, 0.97, -5.84], [-0.04, 3.40, -3.89], [-0.86, 5.36, -5.11], [-0.54, -2.37, -5.02], [-2.04, -4.29, -5.27], [-4.39, -4.13, -4.53], [-5.25, -2.04, -3.54], [-3.76, -0.09, -3.28], [0.66, -1.96, -2.97], [3.04, -2.38, -2.53], [4.71, -0.59, -2.90], [3.98, 1.63, -3.72], [1.62, 2.06, -4.18], [-0.57, 2.39, -0.68], [-1.28, 2.17, -1.64], [-1.23, 0.90, -1.94]]
}